C21H27FN4O5S | the ωB97M-V functional and the def2-TZVPD basis

```
59
C21H27FN4O5S (the ωB97M-V functional and the def2-TZVPD basis)
C 4.51 -0.15 1.17
O 3.81 0.67 0.26
C 4.36 0.71 -1.03
C 4.18 -0.59 -1.83
N 2.78 -0.96 -1.87
C 2.28 -1.82 -0.95
O 2.97 -2.55 -0.27
C 0.76 -1.66 -0.81
N 0.63 -0.54 0.14
C 0.58 0.70 -0.38
O 0.62 0.88 -1.59
C 0.45 1.89 0.56
H 0.65 2.77 -0.06
C -0.97 1.97 1.16
C -1.97 1.55 0.11
O -2.45 0.43 0.07
N -2.35 2.44 -0.86
C -2.08 3.76 -1.12
N -2.59 4.33 -2.16
C -2.24 5.63 -2.25
C -1.44 6.09 -1.26
S -1.09 4.83 -0.14
H -1.04 7.07 -1.12
H -2.61 6.20 -3.09
H -2.96 2.04 -1.56
H -1.16 2.98 1.51
H -1.05 1.29 2.00
H 1.19 1.85 1.35
C 0.77 -0.88 1.54
H 1.48 -1.71 1.60
H 1.19 -0.04 2.09
C -0.56 -1.26 2.22
O -0.73 -0.44 3.36
C -1.92 -0.71 4.05
H -1.96 -0.02 4.89
H -1.94 -1.74 4.41
H -2.79 -0.55 3.40
H -0.56 -2.32 2.52
H -1.39 -1.10 1.52
C -0.06 -2.85 -0.38
C -1.44 -2.77 -0.54
C -2.26 -3.81 -0.16
C -1.69 -4.94 0.38
C -0.32 -5.06 0.55
C 0.49 -4.00 0.17
H 1.56 -4.08 0.30
H 0.10 -5.96 0.97
F -2.48 -5.97 0.76
H -3.33 -3.75 -0.28
H -1.87 -1.87 -0.96
H 0.35 -1.29 -1.76
H 2.15 -0.26 -2.25
H 4.73 -1.41 -1.37
H 4.55 -0.44 -2.85
H 5.43 0.97 -0.99
H 3.82 1.52 -1.53
H 4.10 0.07 2.16
H 4.37 -1.22 0.96
H 5.58 0.08 1.16
```

E_LUMO = 0.45 eV
Structure (SMILES) = COCCNC(=O)[C@@H](c1ccc(F)cc1)N(CCOC)C(=O)CCC(=O)Nc1nccs1
Largest force on an atom = 1.22 eV/A
Spin multiplicity = 1